Computed, not measured: C21H24B2F4HgN6O12S2 as an isolated structure, with wB97M-V/def2-TZVPD.

Properties
**LUMO level (spin up / spin down)**: 1.952 / 1.695 eV
**ΔE to the lowest compared entry with this formula, charge and spin**: 0.0 kcal/mol
**Gap between HOMO and LUMO (spin up / spin down)**: 0.3018 / 0.3052 Eh

The geometry in ORCA input format:
```
! wB97M-V def2-TZVPD RIJCOSX def2/J DEFGRID3
* xyz -1 2
Hg -0.418 1.784 -0.274
C 1.017 2.063 -4.583
C 0.773 2.038 -3.107
N -0.352 1.729 -2.594
O -1.305 1.219 -3.384
B -2.523 0.718 -2.641
F -3.040 1.745 -1.877
F -3.366 0.249 -3.624
O -2.275 -0.481 -1.737
N -1.583 -0.210 -0.614
C -1.520 -1.082 0.309
C -2.281 -2.365 0.319
C -0.543 -0.697 1.441
N 0.636 -0.250 0.718
O 1.645 0.071 1.501
B 2.895 0.464 0.675
F 3.895 0.656 1.591
F 3.153 -0.575 -0.208
O 2.751 1.759 -0.074
N 1.736 1.758 -0.973
C 1.919 2.222 -2.149
C 3.227 2.762 -2.626
C -0.253 -1.781 2.454
H 0.103 1.782 -5.098
H 1.809 1.377 -4.880
H 1.317 3.066 -4.896
H -2.811 -2.472 -0.623
H -3.011 -2.344 1.133
H -1.640 -3.229 0.489
H 3.956 2.713 -1.824
H 3.103 3.798 -2.947
H 3.590 2.195 -3.484
H -1.178 -2.235 2.805
H 0.286 -1.345 3.290
H 0.371 -2.555 2.008
O 0.070 0.895 4.180
S -0.549 1.524 3.055
O 0.221 2.391 2.218
O -1.264 0.420 2.149
C -2.000 2.370 3.615
C -2.500 1.900 4.823
C -3.606 2.497 5.403
C -4.202 3.573 4.769
C -3.703 4.040 3.562
C -2.596 3.454 2.958
S -2.122 4.198 1.364
O -3.240 5.046 1.040
O -0.856 4.853 1.551
O -2.077 3.024 0.451
H -1.999 1.072 5.305
H -3.990 2.126 6.344
H -5.066 4.055 5.210
H -4.171 4.867 3.050
O -0.395 -5.136 1.433
C 0.639 -5.537 0.555
N 0.923 -4.385 -0.259
C 1.785 -4.496 -1.299
O 2.293 -5.567 -1.598
C 2.091 -3.231 -2.026
C 3.370 -3.068 -2.534
C 3.682 -1.882 -3.167
C 2.689 -0.922 -3.276
N 1.444 -1.075 -2.838
C 1.161 -2.212 -2.212
H -0.489 -5.800 2.121
H 0.331 -6.360 -0.094
H 1.531 -5.850 1.111
H 0.690 -3.475 0.105
H 4.094 -3.863 -2.413
H 4.674 -1.693 -3.554
H 2.920 0.027 -3.746
H 0.134 -2.320 -1.873
*
```

Atomic partial charges in e from the Mulliken method, atoms 1 to 5:
1. Hg 2.520
2. C -1.584
3. C 0.837
4. N -0.025
5. O -0.382

***

Computed, not measured: an isolated ion of composition C6H9F3N3O2 and charge +1 in a non-equilibrium geometry, with wB97M-V/def2-TZVPD.

Properties
**LUMO level**: -6.293 eV
**ΔE to the lowest compared entry with this formula, charge and spin**: 88.2 kcal/mol
**Gap between HOMO and LUMO**: 0.2712 Eh

The geometry in ORCA input format:
```
! wB97M-V def2-TZVPD RIJCOSX def2/J DEFGRID3
* xyz 1 1
C 0.551 1.414 -0.310
C 0.306 -0.283 1.448
C 1.514 1.742 -1.502
C -2.532 -1.211 -1.614
C 0.656 -0.118 0.046
C 1.404 -0.621 2.400
N -0.356 2.116 0.177
N -0.856 -0.101 1.838
N -0.328 -0.873 -0.998
O 0.038 -1.580 -1.881
O -1.588 -0.703 -0.740
F 1.489 0.232 3.375
F 1.055 -1.852 2.905
F 2.620 -0.823 1.847
H 1.053 2.609 -1.880
H 2.413 1.895 -0.903
H 1.586 0.770 -2.027
H -2.404 -2.213 -2.097
H -2.729 -0.525 -2.425
H -3.561 -1.179 -1.108
H 1.720 -0.555 -0.235
H -0.982 2.092 0.894
H -1.070 -0.232 2.790
*
```

Atomic partial charges in e from the Mulliken method, atoms 1 to 5:
1. C 0.564
2. C -0.282
3. C -1.142
4. C -0.630
5. C 0.188

***

Computed, not measured: C7H10Br2 as an isolated structure in a non-equilibrium geometry, with wB97M-V/def2-TZVPD.

Properties
**LUMO level (spin up / spin down)**: -2.501 / 0.123 eV
**ΔE to the lowest compared entry with this formula, charge and spin**: 81.1 kcal/mol
**Gap between HOMO and LUMO (spin up / spin down)**: 0.2084 / 0.3425 Eh

The geometry in ORCA input format:
```
! wB97M-V def2-TZVPD RIJCOSX def2/J DEFGRID3
* xyz 0 1
C 2.544 -0.804 -0.016
C 1.817 0.179 -0.178
C -0.342 -1.456 -0.363
C 0.532 0.775 -0.567
C -0.668 -0.037 -0.071
C -0.649 -0.006 1.438
C -2.062 0.385 -0.582
Br 4.089 -1.659 0.033
Br 3.213 2.234 -0.182
H 0.651 -1.682 -0.846
H -0.863 -2.229 0.090
H 0.464 1.799 -0.246
H 0.378 0.876 -1.780
H 0.406 0.047 1.656
H -1.386 -0.813 1.873
H -0.976 0.909 1.764
H -2.515 -0.412 -1.068
H -1.937 1.230 -1.202
H -2.695 0.665 0.248
*
```

Atomic partial charges in e from the Mulliken method, atoms 1 to 5:
1. C 0.097
2. C -0.116
3. C -1.246
4. C -1.017
5. C 1.797

***

Computed, not measured: one molecule with the formula C5H7NO in a non-equilibrium geometry, with wB97M-V/def2-TZVPD.

Properties
**LUMO level**: 0.819 eV
**ΔE to the lowest compared entry with this formula, charge and spin**: 94.0 kcal/mol
**Gap between HOMO and LUMO**: 0.3899 Eh

The geometry in ORCA input format:
```
! wB97M-V def2-TZVPD RIJCOSX def2/J DEFGRID3
* xyz 0 1
C 1.149 -0.227 -1.011
C -0.222 0.528 -0.794
C -1.063 0.301 0.530
C 0.180 0.405 1.367
O -1.001 0.990 1.775
C -1.785 -0.965 0.624
N -2.279 -2.015 0.627
H 2.035 0.184 -0.499
H 1.372 -0.164 -2.085
H 1.106 -1.297 -0.768
H -0.065 1.592 -0.960
H -0.889 0.100 -1.517
H 0.528 -0.584 1.617
H 0.933 1.151 1.094
*
```

Atomic partial charges in e from the Mulliken method, atoms 1 to 5:
1. C -1.142
2. C -0.547
3. C 0.685
4. C -0.707
5. O -0.398

***

Computed, not measured: C37H82N5NbO7PS2 as an isolated structure in a non-equilibrium geometry, with wB97M-V/def2-TZVPD.

Properties
**LUMO level**: 2.093 eV
**ΔE to the lowest compared entry with this formula, charge and spin**: 0.0 kcal/mol
**Gap between HOMO and LUMO**: 0.2317 Eh

The geometry in ORCA input format:
```
! wB97M-V def2-TZVPD RIJCOSX def2/J DEFGRID3
* xyz -1 1
C -4.825 1.635 -4.194
C -3.710 1.947 -5.328
C -2.986 0.523 -5.648
C -1.827 0.727 -6.780
N -0.551 0.093 -6.348
C 0.668 0.858 -6.760
C 1.823 0.947 -5.656
C 1.363 1.521 -4.231
C 0.407 0.546 -3.385
Nb 0.708 0.711 -1.086
C 1.071 0.864 1.150
C 1.418 -0.482 1.951
C 2.897 -1.070 1.693
O 2.904 -2.347 0.976
C 0.219 -1.529 -1.044
C -1.488 -1.747 -1.007
C -2.223 -1.618 -2.510
O -2.000 -2.989 -1.709
N -1.416 1.064 -0.937
C -1.743 1.975 -0.048
O -1.978 2.591 1.025
N 2.745 0.184 -1.443
C 3.743 1.220 -1.103
C 5.214 0.566 -1.434
C 5.468 0.794 -3.010
P 1.098 3.219 -1.503
C -0.439 4.029 -2.342
C 1.319 4.176 0.146
C 2.888 4.560 0.232
C -0.479 -1.322 -6.663
S -1.799 -2.253 -7.200
S 1.108 -2.306 -6.452
C 0.786 -3.702 -5.242
C 1.862 -3.686 -4.031
C 2.781 -5.009 -3.964
H -5.623 0.943 -4.630
H -5.289 2.590 -3.752
H -4.292 1.056 -3.365
H -4.207 2.362 -6.272
H -2.925 2.695 -4.946
H -2.543 0.171 -4.646
H -3.721 -0.247 -6.076
H -2.181 0.449 -7.830
H -1.656 1.871 -6.797
H 1.119 0.286 -7.663
H 0.471 1.916 -7.138
H 2.390 -0.027 -5.483
H 2.610 1.695 -6.065
H 2.331 1.669 -3.618
H 0.805 2.522 -4.351
H 0.724 -0.540 -3.645
H -0.707 0.636 -3.652
H 2.001 1.553 1.275
H 0.247 1.395 1.758
H 0.597 -1.295 1.896
H 1.422 -0.183 3.073
H 3.585 -0.282 1.229
H 3.365 -1.306 2.728
H 3.691 -2.271 0.389
H 0.598 -2.103 -0.145
H 0.445 -2.068 -2.042
H -2.087 -1.318 -0.062
H -3.354 -1.518 -2.520
H -1.552 -1.925 -3.376
H 2.992 -0.752 -1.081
H 3.728 2.161 -1.741
H 3.803 1.521 -0.001
H 5.221 -0.563 -1.243
H 6.025 1.090 -0.797
H 6.584 1.038 -3.198
H 4.883 1.658 -3.471
H 5.125 -0.159 -3.543
H -0.163 4.914 -3.006
H -1.120 4.325 -1.457
H -0.983 3.184 -2.885
H 0.756 5.178 0.069
H 0.909 3.638 1.057
H 3.502 3.876 0.910
H 3.340 4.431 -0.826
H 3.040 5.683 0.469
H 0.943 -4.674 -5.849
H -0.284 -3.655 -4.835
H 2.536 -2.753 -4.113
H 1.255 -3.631 -3.060
H 3.822 -4.687 -3.579
H 2.884 -5.558 -4.962
H 2.321 -5.699 -3.159
C -6.412 -0.298 5.108
O -5.798 -1.479 4.618
C -6.732 -2.523 4.338
C -6.787 -2.799 2.836
N -7.420 -1.692 2.119
C -7.276 -1.775 0.663
C -5.856 -1.661 0.087
O -5.265 -0.381 0.269
C -4.595 -0.209 1.509
H -5.623 0.396 5.404
H -7.017 0.179 4.331
H -7.032 -0.514 5.984
H -7.727 -2.304 4.742
H -6.361 -3.420 4.844
H -7.359 -3.716 2.658
H -5.761 -2.960 2.489
H -7.005 -0.819 2.429
H -7.874 -0.959 0.244
H -7.730 -2.710 0.316
H -5.937 -1.798 -0.996
H -5.191 -2.456 0.440
H -4.163 -1.140 1.886
H -5.275 0.222 2.249
H -3.784 0.506 1.357
C 1.750 -0.789 8.823
O 2.728 0.216 9.035
C 4.058 -0.303 9.111
C 4.882 0.169 7.914
N 4.430 -0.468 6.678
C 5.001 0.125 5.466
C 4.620 1.578 5.145
O 3.247 1.753 4.820
C 2.396 1.952 5.937
H 0.765 -0.324 8.897
H 1.850 -1.228 7.827
H 1.822 -1.572 9.585
H 4.069 -1.395 9.200
H 4.503 0.107 10.024
H 5.936 -0.077 8.081
H 4.788 1.259 7.854
H 3.419 -0.395 6.620
H 4.672 -0.500 4.629
H 6.093 0.042 5.513
H 5.175 1.865 4.247
H 4.932 2.280 5.927
H 2.899 2.466 6.762
H 1.986 0.998 6.277
H 1.553 2.567 5.613
*
```

Atomic partial charges in e from the Mulliken method, atoms 1 to 5:
1. C -0.923
2. C -0.376
3. C 0.324
4. C -1.455
5. N 0.697

***

Computed, not measured: one molecule with the formula C6H12N4O2 in a non-equilibrium geometry, with wB97M-V/def2-TZVPD.

Properties
**LUMO level**: 0.653 eV
**ΔE to the lowest compared entry with this formula, charge and spin**: 89.4 kcal/mol
**Gap between HOMO and LUMO**: 0.3706 Eh

The geometry in ORCA input format:
```
! wB97M-V def2-TZVPD RIJCOSX def2/J DEFGRID3
* xyz 0 1
C 1.574 -2.105 0.750
C 0.771 -1.294 -0.313
C -0.717 -1.154 0.217
C -0.810 1.335 -0.343
C -1.574 2.157 0.671
C 0.686 1.211 0.059
H 1.699 -1.493 1.669
H 2.579 -2.324 0.324
H 1.117 -3.038 1.033
H 0.746 -1.816 -1.276
H -1.308 -2.074 0.071
H -0.700 -0.971 1.288
H -0.895 1.709 -1.368
H -1.100 3.170 0.726
H -2.649 2.155 0.359
H -1.565 1.694 1.683
H 1.271 2.111 -0.309
H 0.721 1.143 1.176
N -1.351 -0.056 -0.450
N -2.325 -0.238 -1.354
N 1.334 0.032 -0.461
N 2.397 0.040 -1.275
O -2.789 -1.358 -1.435
O 2.888 1.163 -1.442
*
```

Atomic partial charges in e from the Mulliken method, atoms 1 to 5:
1. C -1.307
2. C 0.310
3. C -1.093
4. C 0.224
5. C -1.263

***

Computed, not measured: one molecule with the formula C3H2N2 in a non-equilibrium geometry, with wB97M-V/def2-TZVPD.

Properties
**LUMO level**: 0.800 eV
**ΔE to the lowest compared entry with this formula, charge and spin**: 112.7 kcal/mol
**Gap between HOMO and LUMO**: 0.3851 Eh

The geometry in ORCA input format:
```
! wB97M-V def2-TZVPD RIJCOSX def2/J DEFGRID3
* xyz 0 1
C 0.174 0.946 0.447
C 1.166 -1.753 -1.334
C -0.985 0.410 0.290
N 0.632 -1.163 -0.485
N 0.132 -0.517 0.586
H 0.897 1.716 0.442
H -2.016 0.362 0.056
*
```

Atomic partial charges in e from the Mulliken method, atoms 1 to 5:
1. C -0.186
2. C -0.352
3. C -0.133
4. N 0.398
5. N -0.467

***

Computed, not measured: C20H12Br2F9N3O4RhS as an isolated structure in a non-equilibrium geometry, with wB97M-V/def2-TZVPD.

Properties
**LUMO level (spin up / spin down)**: -4.044 / -5.769 eV
**ΔE to the lowest compared entry with this formula, charge and spin**: 0.0 kcal/mol
**Gap between HOMO and LUMO (spin up / spin down)**: 0.3098 / 0.2615 Eh

The geometry in ORCA input format:
```
! wB97M-V def2-TZVPD RIJCOSX def2/J DEFGRID3
* xyz 1 5
Rh -0.172 -0.492 -0.348
Br -2.210 -3.623 5.316
C -1.572 -2.777 3.775
C -0.558 -1.832 3.859
C -0.141 -1.232 2.690
N -0.658 -1.524 1.495
C -1.625 -2.458 1.404
C -2.112 -3.094 2.535
C -2.123 -2.782 0.036
C -2.918 -3.891 -0.217
C -3.300 -4.152 -1.528
Br -4.371 -5.640 -1.908
C -2.868 -3.316 -2.546
C -2.073 -2.240 -2.206
N -1.722 -1.970 -0.953
H -0.108 -1.566 4.803
H 0.644 -0.487 2.700
H -2.905 -3.823 2.470
H -3.223 -4.561 0.571
H -3.131 -3.500 -3.577
H -1.685 -1.573 -2.966
F 2.340 -2.952 -3.083
C 2.816 -1.713 -3.226
F 2.308 -1.207 -4.358
F 4.144 -1.785 -3.349
C 2.375 -0.826 -2.015
O 1.047 -1.062 -1.806
C 3.196 -1.210 -0.751
F 3.222 -2.532 -0.580
F 2.603 -0.690 0.360
F 4.446 -0.755 -0.790
C 2.605 0.682 -2.362
F 3.705 0.900 -3.072
F 1.551 1.158 -3.054
F 2.676 1.428 -1.241
N -0.921 1.528 -0.875
C -0.475 2.658 -0.076
C -1.129 3.882 -0.165
C -0.708 4.938 0.621
C 0.378 4.758 1.471
C 1.028 3.538 1.566
C 0.594 2.476 0.783
S 0.971 6.113 2.406
O 0.764 7.318 1.683
O -0.193 6.130 3.482
O 2.199 5.717 2.986
H -1.935 1.542 -0.931
H -0.583 1.638 -1.833
H -1.962 4.009 -0.844
H -1.201 5.899 0.570
H 1.867 3.434 2.239
H 1.105 1.520 0.837
*
```

Atomic partial charges in e from the Mulliken method, atoms 1 to 5:
1. Rh 0.292
2. Br -0.090
3. C -0.061
4. C -0.890
5. C -0.275

***

Computed, not measured: C38H25Br2CeCl2N8O5S3 as an isolated structure in a non-equilibrium geometry, with wB97M-V/def2-TZVPD.

Properties
**LUMO level (spin up / spin down)**: 0.765 / 0.762 eV
**ΔE to the lowest compared entry with this formula, charge and spin**: 9.1 kcal/mol
**Gap between HOMO and LUMO (spin up / spin down)**: 0.2382 / 0.2381 Eh

The geometry in ORCA input format:
```
! wB97M-V def2-TZVPD RIJCOSX def2/J DEFGRID3
* xyz -1 1
Ce 11.532 11.998 12.816
C 12.945 8.497 12.521
C 11.501 8.339 12.786
C 10.912 7.063 12.751
C 9.591 6.978 12.991
C 8.772 8.146 13.140
C 7.348 8.191 13.210
Br 6.328 6.580 13.374
C 6.716 9.379 13.118
C 7.374 10.623 13.067
Br 6.402 12.223 12.847
C 8.716 10.588 13.064
O 9.428 11.660 13.095
C 9.454 9.355 13.093
N 10.807 9.404 12.891
H 13.274 7.641 11.880
H 13.533 8.566 13.438
H 13.226 9.433 11.975
H 11.553 6.207 12.642
H 9.081 6.023 13.004
H 5.652 9.290 13.177
N 13.322 13.568 20.642
C 13.120 12.803 19.483
C 11.989 12.942 18.700
C 11.740 12.100 17.621
C 12.616 11.021 17.366
C 13.694 10.871 18.152
C 13.888 11.672 19.274
S 12.408 10.140 15.871
O 10.974 10.003 15.719
O 13.246 8.985 15.990
N 12.846 11.054 14.633
C 14.045 11.739 14.572
N 14.028 12.601 13.546
C 14.901 13.600 13.550
C 15.753 13.686 14.673
C 15.844 12.669 15.557
N 15.020 11.589 15.486
H 13.108 14.528 20.492
H 14.242 13.455 21.008
H 11.294 13.722 18.897
H 10.865 12.239 16.984
H 14.404 10.049 17.956
H 14.750 11.435 19.918
H 14.792 14.385 12.779
H 16.344 14.544 14.801
H 16.669 12.551 16.316
S 11.791 14.644 11.722
C 12.095 15.028 13.370
S 11.383 14.083 14.585
C 13.022 15.970 13.644
C 13.338 16.477 14.973
N 13.664 17.053 15.917
C 13.803 16.628 12.615
N 14.565 17.165 11.956
Cl 15.332 14.389 7.268
C 16.673 14.053 8.321
C 17.715 14.935 8.513
C 18.644 14.679 9.512
C 18.465 13.624 10.383
C 17.397 12.752 10.227
Cl 17.093 11.409 11.344
C 16.538 12.901 9.144
N 15.348 12.130 9.093
C 14.804 11.472 8.008
C 15.658 10.784 7.135
C 15.112 9.910 6.253
C 13.700 9.776 6.136
C 12.883 10.508 6.963
C 13.399 11.368 7.885
C 12.532 12.327 8.700
C 12.235 11.777 10.087
O 11.022 11.723 10.443
O 13.151 11.550 10.960
H 17.737 15.913 7.998
H 19.468 15.325 9.728
H 19.084 13.524 11.277
H 14.858 11.979 10.011
H 16.701 10.897 7.332
H 15.696 9.352 5.594
H 13.228 9.087 5.461
H 11.803 10.586 6.771
H 11.551 12.355 8.255
H 12.961 13.338 8.817
*
```

Atomic partial charges in e from the Mulliken method, atoms 1 to 5:
1. Ce 0.025
2. C -0.882
3. C 1.267
4. C -1.356
5. C -0.699